# 1
Here is a molecular structure, C53H76BrN10O2PRbSbSi3 from the Open Molecules 2025 dataset. Energies are from ωB97M-V/def2-TZVPD.

Values from the calculation:
- Energy relative to the best compared isomer or geometry (same formula, charge and spin): 57.2 kcal/mol
- HOMO-LUMO gap: 5.91 eV
- Lowest unoccupied orbital energy: -0.3 eV
- E: -6811.503774 a.u.
- Strongest force on any atom: 1.91 eV/Å
- Multiplicity: 1

Atoms and positions in Å:
Rb -0.771 -0.165 -0.995
N 4.169 1.427 1.878
C 4.532 0.303 2.741
C 3.366 0.052 3.705
C 2.161 -0.516 2.959
N 1.741 0.458 1.926
C 2.535 -1.843 2.305
C 3.666 -1.668 1.288
N 3.171 -0.938 0.124
C 4.864 -0.953 1.929
H 4.347 2.316 2.330
H 2.569 1.119 1.783
H 4.658 1.411 0.992
H 5.429 0.540 3.336
H 3.101 0.991 4.192
H 3.675 -0.654 4.473
H 1.344 -0.687 3.663
H 0.864 0.987 2.073
H 1.678 0.009 0.999
H 1.670 -2.287 1.809
H 2.853 -2.544 3.078
H 4.018 -2.678 1.004
H 2.462 -1.495 -0.352
H 3.928 -0.793 -0.537
H 5.594 -0.698 1.156
H 5.347 -1.660 2.605
N 1.161 -0.518 -5.324
C 1.744 0.685 -5.040
C 1.706 0.806 -3.679
N 1.115 -0.286 -3.134
C 0.779 -1.071 -4.134
C 0.081 -2.322 -4.008
N -0.664 -2.675 -2.983
C -1.152 -3.905 -3.268
C -0.700 -4.318 -4.488
N 0.082 -3.302 -4.960
H 1.011 -0.886 -6.249
H 2.115 1.328 -5.812
H 2.063 1.604 -3.059
H -1.792 -4.417 -2.578
H -0.856 -5.218 -5.046
H 0.592 -3.311 -5.828
C -3.991 -3.574 1.612
Sb -2.727 -2.762 0.030
C -3.415 -0.793 0.138
C -4.097 -0.336 1.291
C -3.721 -0.630 2.625
C -4.442 -0.116 3.671
C -5.538 0.707 3.414
C -5.840 0.953 2.086
N -5.163 0.465 1.069
Si -4.290 -0.260 -1.449
C -3.156 -0.538 -2.984
C -5.809 -1.392 -1.763
C -4.825 1.560 -1.675
C -0.762 -5.435 1.033
C -0.878 -4.390 1.961
C -1.094 -4.621 3.353
C -1.024 -3.605 4.255
C -0.796 -2.289 3.798
C -0.719 -2.100 2.446
N -0.764 -3.082 1.536
Si -1.800 -6.993 1.193
C -2.852 -7.060 -0.419
C -3.071 -7.114 2.629
C -0.817 -8.636 1.296
Si 0.680 -5.468 -0.156
C 1.364 -3.807 -0.839
C 0.529 -6.628 -1.674
C 2.204 -6.195 0.791
H -4.853 -2.929 1.748
H -3.450 -3.654 2.546
H -4.316 -4.565 1.315
H -2.871 -1.266 2.810
H -4.168 -0.351 4.692
H -6.133 1.128 4.211
H -6.684 1.584 1.820
H -2.670 -1.509 -2.970
H -2.396 0.240 -3.058
H -3.758 -0.489 -3.889
H -5.503 -2.430 -1.866
H -6.348 -1.110 -2.662
H -6.498 -1.334 -0.929
H -3.973 2.221 -1.571
H -5.575 1.842 -0.949
H -5.242 1.708 -2.666
H -1.228 -5.636 3.683
H -1.121 -3.795 5.314
H -0.716 -1.472 4.497
H -0.635 -1.098 2.020
H -3.389 -6.125 -0.572
H -3.584 -7.862 -0.410
H -2.215 -7.212 -1.283
H -3.373 -6.136 2.985
H -2.667 -7.658 3.479
H -3.974 -7.635 2.318
H -0.082 -8.709 0.503
H -1.469 -9.501 1.215
H -0.283 -8.721 2.237
H 1.497 -3.851 -1.914
H 2.335 -3.603 -0.399
H 0.685 -2.990 -0.620
H -0.180 -6.269 -2.410
H 0.218 -7.620 -1.373
H 1.493 -6.730 -2.166
H 2.414 -5.634 1.697
H 3.104 -6.195 0.181
H 2.015 -7.221 1.090
Br -0.832 1.481 5.146
C -1.779 2.118 3.630
C -2.997 2.748 3.791
C -3.629 3.186 2.636
C -3.000 3.007 1.415
C -1.757 2.390 1.390
N -1.156 1.937 2.490
C -0.958 2.217 0.110
O -1.482 2.512 -0.963
O 0.195 1.748 0.279
H -3.434 2.886 4.768
H -4.593 3.665 2.705
H -3.441 3.324 0.484
C 1.365 4.278 -1.159
P 2.413 2.999 -0.326
C 2.743 3.963 1.212
C 3.978 4.496 1.568
C 4.163 5.079 2.812
C 3.124 5.123 3.724
C 1.890 4.593 3.382
C 1.705 4.016 2.140
C 3.959 3.329 -1.291
C 4.519 4.568 -1.576
C 5.659 4.656 -2.356
C 6.230 3.517 -2.901
C 5.659 2.280 -2.654
C 4.542 2.193 -1.844
H 1.215 3.986 -2.197
H 1.823 5.266 -1.112
H 0.396 4.295 -0.670
H 4.808 4.447 0.879
H 5.129 5.492 3.067
H 3.275 5.567 4.696
H 1.081 4.622 4.096
H 0.751 3.587 1.876
H 4.075 5.472 -1.183
H 6.099 5.624 -2.553
H 7.114 3.594 -3.518
H 6.082 1.391 -3.100
H 4.087 1.233 -1.640

Here are the Mulliken charges for atoms 1 to 6, given in e:
1 Rb -0.065
2 N -0.462
3 C -0.018
4 C -1.713
5 C 0.758
6 N 3.284

---

# 2
Here is 20 unconnected molecules or ions with the total composition C53H80N19OS from the Open Molecules 2025 dataset. Energies are from ωB97M-V/def2-TZVPD.

Values from the calculation:
- HOMO-LUMO gap: 6.31 eV
- Charge: +1
- Lowest unoccupied orbital energy: -4.8 eV
- E: -3580.438410 a.u.
- Strongest force on any atom: 4.94 eV/Å
- Multiplicity: 1

Atoms and positions in Å:
C -1.701 0.067 2.744
C -1.426 -1.131 1.982
S -1.513 -1.224 0.111
C -1.468 -3.035 -0.286
C -0.536 -3.412 -1.536
C 0.716 -2.441 -1.750
C 1.922 -2.689 -0.681
O 1.620 -3.715 0.294
C 1.438 -3.186 1.635
C -3.112 -0.428 -0.418
C -2.826 0.758 -1.501
C -1.496 1.543 -0.981
C -0.109 1.355 -1.709
C 1.187 2.050 -1.209
C 1.032 2.975 0.050
C -0.356 3.202 0.753
C -1.667 2.477 0.261
H -0.939 0.914 2.936
H -2.720 0.216 3.273
H -1.105 -2.063 2.588
H -1.136 -3.627 0.640
H -2.547 -3.344 -0.570
H -1.183 -3.350 -2.491
H -0.236 -4.517 -1.408
H 1.171 -2.721 -2.776
H 0.458 -1.329 -1.829
H 2.189 -1.667 -0.231
H 2.870 -3.023 -1.258
H 1.270 -2.060 1.692
H 2.298 -3.565 2.283
H 0.471 -3.678 2.050
H -3.898 -1.175 -0.784
H -3.546 0.086 0.517
H -3.710 1.488 -1.554
H -2.660 0.285 -2.533
H -0.122 0.643 -2.613
H 2.180 1.873 -1.746
H 1.958 3.492 0.461
H -0.479 3.897 1.656
H -2.681 2.642 0.781
C 1.504 1.138 5.216
C 1.572 -0.154 4.456
N 1.624 -1.173 3.859
H 1.196 0.947 6.245
H 2.484 1.618 5.219
H 0.781 1.807 4.746
C 5.001 -0.542 -2.616
C 3.842 -0.822 -3.526
N 2.927 -1.049 -4.241
H 5.203 0.528 -2.588
H 4.774 -0.889 -1.606
H 5.890 -1.061 -2.979
C 2.908 0.036 8.599
C 2.824 1.533 8.615
N 2.758 2.713 8.625
H 2.450 -0.372 9.501
H 2.384 -0.355 7.725
H 3.953 -0.277 8.558
C 4.719 3.059 -5.330
C 5.758 2.135 -4.769
N 6.575 1.405 -4.326
H 3.765 2.893 -4.825
H 5.026 4.096 -5.180
H 4.594 2.877 -6.398
C -2.934 3.761 -4.269
C -1.498 3.919 -4.641
N -0.356 4.035 -4.931
H -3.561 4.380 -4.913
H -3.231 2.716 -4.381
H -3.080 4.065 -3.232
C -0.409 7.819 -4.759
C -1.757 7.725 -4.117
N -2.822 7.638 -3.611
H -0.472 8.411 -5.674
H 0.296 8.294 -4.075
H -0.049 6.819 -5.007
C 2.628 -4.720 -4.682
C 1.760 -5.858 -4.234
N 1.074 -6.753 -3.880
H 2.153 -3.771 -4.433
H 3.598 -4.774 -4.184
H 2.779 -4.770 -5.762
C -2.275 -2.171 5.938
C -1.043 -1.773 6.690
N -0.058 -1.455 7.275
H -2.104 -3.116 5.417
H -3.112 -2.292 6.629
H -2.527 -1.403 5.207
C -5.772 1.972 4.730
C -4.721 1.069 5.303
N -3.894 0.355 5.756
H -6.713 1.831 5.264
H -5.459 3.013 4.827
H -5.923 1.742 3.674
C 3.894 3.313 -9.833
C 5.118 3.672 -9.046
N 6.080 3.962 -8.420
H 4.070 2.395 -10.402
H 3.053 3.157 -9.158
H 3.649 4.118 -10.526
C 7.793 3.716 -1.169
C 6.923 2.578 -0.727
N 6.239 1.680 -0.378
H 7.320 4.665 -0.914
H 8.763 3.656 -0.673
H 7.942 3.670 -2.250
C -0.081 5.514 -8.964
C 0.617 4.487 -9.807
N 1.169 3.679 -10.471
H -1.008 5.099 -8.565
H 0.561 5.811 -8.134
H -0.314 6.392 -9.565
C 0.422 -6.391 4.218
C -0.821 -5.840 4.852
N -1.800 -5.406 5.352
H 1.280 -5.772 4.484
H 0.599 -7.410 4.564
H 0.310 -6.399 3.132
C -1.413 -1.689 10.108
C -2.754 -1.615 10.774
N -3.811 -1.556 11.297
H -0.885 -2.587 10.432
H -1.530 -1.717 9.030
H -0.820 -0.812 10.372
C -3.731 7.271 -9.320
C -2.496 7.612 -8.540
N -1.524 7.880 -7.926
H -3.567 6.356 -9.893
H -4.570 7.119 -8.639
H -3.972 8.084 -10.007
C -5.154 -5.488 7.212
C -5.240 -3.992 7.239
N -5.308 -2.812 7.261
H -5.637 -5.903 8.098
H -5.653 -5.872 6.321
H -4.108 -5.799 7.196
C 0.980 -9.951 6.639
C 1.992 -8.867 6.417
N 2.803 -8.011 6.248
H 1.047 -10.690 5.838
H 1.167 -10.444 7.594
H -0.025 -9.525 6.648
C 1.673 0.404 -13.266
C 2.899 0.759 -12.481
N 3.865 1.040 -11.861
H 1.848 -0.512 -13.833
H 0.831 0.249 -12.589
H 1.430 1.211 -13.958
C -7.169 -1.929 10.529
C -8.021 -3.047 11.051
N -8.692 -3.929 11.463
H -7.632 -0.969 10.762
H -6.180 -1.969 10.990
H -7.061 -2.019 9.447

Here are the Mulliken charges for atoms 1 to 6, given in e:
1 C -0.433
2 C -0.347
3 S 0.696
4 C -0.679
5 C -0.802
6 C 1.527

---

# 3
Here is a molecular structure, C53H84NO36V from the Open Molecules 2025 dataset. Energies are from ωB97M-V/def2-TZVPD.

Values from the calculation:
- Energy relative to the best compared isomer or geometry (same formula, charge and spin): 124.8 kcal/mol
- HOMO-LUMO gap: 6.58 eV
- Lowest unoccupied orbital energy: -2.0 eV
- E: -5777.133888 a.u.
- Strongest force on any atom: 5.19 eV/Å
- Multiplicity: 1

Atoms and positions in Å:
O -4.538 1.408 -0.438
V -4.000 -0.054 -0.186
O -3.454 -0.069 1.281
C -1.471 1.979 -0.826
C -0.622 0.595 -0.688
C 0.137 0.629 0.656
C 0.532 -0.784 1.181
C -0.613 -1.816 0.866
C -1.188 -1.900 -0.518
N -1.627 -0.513 -0.783
O -2.641 -0.529 -1.929
C -2.371 -2.909 -0.508
C -0.249 -2.620 -1.457
C 0.501 0.555 -1.763
H -2.140 2.137 0.020
H -1.979 2.118 -1.780
H -0.832 2.858 -0.741
H -0.447 1.085 1.456
H 1.029 1.243 0.533
H 0.768 -0.872 2.242
H 1.440 -1.320 0.903
H -1.403 -1.624 1.592
H -0.243 -2.803 1.142
H -2.875 -3.107 -1.454
H -3.189 -2.642 0.161
H -2.014 -3.924 -0.335
H -0.056 -3.673 -1.249
H 0.727 -2.135 -1.455
H -0.732 -2.638 -2.434
H 1.398 -0.014 -1.519
H 0.664 1.613 -1.970
H -0.023 0.193 -2.648
C -0.104 -1.732 5.018
C -1.521 -1.822 5.604
C -1.960 -0.422 5.831
O -3.240 -0.440 5.174
C -3.397 -1.549 4.395
O -4.370 -1.720 3.644
O -2.387 -2.360 4.649
H 0.368 -2.679 5.280
H 0.469 -0.908 5.442
H -0.028 -1.461 3.965
H -1.467 -2.291 6.587
H -1.268 0.339 5.472
H -2.070 -0.191 6.891
C -3.894 7.544 0.919
C -3.148 6.317 0.600
C -2.742 6.197 -0.823
O -1.399 5.802 -0.781
C -1.001 5.715 0.426
O 0.087 5.249 0.767
O -1.943 6.261 1.247
H -4.934 7.541 0.594
H -3.439 8.457 0.533
H -3.973 7.558 2.006
H -3.854 5.502 0.761
H -2.885 7.018 -1.526
H -3.293 5.316 -1.152
C 3.533 5.099 3.177
C 2.795 3.964 3.716
C 1.988 2.970 2.832
O 2.201 1.788 3.379
C 3.232 1.811 4.157
O 3.654 0.839 4.668
O 3.656 3.067 4.358
H 3.681 5.822 3.979
H 2.987 5.632 2.398
H 4.444 4.766 2.679
H 2.111 4.361 4.466
H 2.377 2.840 1.822
H 0.943 3.248 2.697
C 3.901 -0.748 -4.012
C 4.339 0.377 -3.079
C 5.425 -0.081 -2.199
O 6.500 0.787 -2.440
C 6.220 1.562 -3.585
O 6.944 2.367 -4.206
O 4.926 1.452 -3.821
H 3.060 -0.512 -4.663
H 3.630 -1.666 -3.491
H 4.652 -0.931 -4.781
H 3.455 0.786 -2.590
H 5.797 -1.051 -2.525
H 5.118 -0.166 -1.156
C 3.935 6.000 -3.196
C 3.041 5.491 -2.127
C 2.478 4.093 -2.333
O 3.177 3.283 -1.456
C 3.999 3.904 -0.722
O 4.655 3.405 0.126
O 3.994 5.222 -1.140
H 4.418 6.922 -2.875
H 3.423 6.382 -4.079
H 4.575 5.241 -3.647
H 2.299 6.263 -1.923
H 2.781 3.761 -3.326
H 1.462 3.717 -2.210
C -2.448 -5.904 2.672
C -1.781 -6.427 4.035
C -0.293 -6.278 4.022
O -0.103 -5.581 5.212
C -1.187 -5.374 5.905
O -1.305 -4.875 7.049
O -2.137 -5.502 5.035
H -2.936 -4.939 2.804
H -3.138 -6.599 2.194
H -1.624 -5.725 1.980
H -2.135 -7.434 4.258
H 0.118 -5.673 3.214
H 0.104 -7.284 4.156
C 0.171 -6.381 -1.283
C -0.403 -7.455 -2.267
C -1.802 -7.893 -1.978
O -2.454 -7.804 -3.138
C -1.680 -7.071 -4.035
O -2.019 -6.543 -5.078
O -0.503 -6.862 -3.544
H -0.670 -5.881 -0.804
H 0.874 -5.743 -1.819
H 0.836 -6.915 -0.604
H 0.234 -8.339 -2.278
H -2.352 -7.283 -1.262
H -1.809 -8.877 -1.509
C 4.762 -1.584 1.599
C 4.520 -2.676 2.647
C 3.179 -2.547 3.351
O 2.682 -3.913 3.332
C 3.254 -4.634 2.320
O 3.109 -5.841 2.066
O 4.382 -3.853 1.888
H 4.201 -1.789 0.687
H 5.836 -1.434 1.484
H 4.580 -0.541 1.859
H 5.285 -2.619 3.422
H 2.524 -1.990 2.680
H 3.313 -2.165 4.363
C -1.264 3.447 -5.048
C -2.620 2.877 -5.449
C -2.689 1.416 -5.965
O -3.738 0.975 -5.250
C -4.046 1.658 -4.185
O -4.661 1.155 -3.237
O -3.261 2.797 -4.184
H -0.532 3.503 -5.854
H -0.757 2.718 -4.416
H -1.222 4.340 -4.423
H -3.182 3.596 -6.045
H -1.816 0.849 -5.641
H -2.780 1.153 -7.019
C -3.027 2.987 2.726
C -2.965 3.857 4.018
C -2.435 3.155 5.233
O -1.014 3.385 5.290
C -0.861 4.488 4.582
O 0.126 5.168 4.644
O -1.933 4.751 3.916
H -3.936 2.386 2.749
H -2.177 2.358 2.461
H -3.393 3.665 1.954
H -3.861 4.466 4.142
H -2.593 2.076 5.215
H -2.920 3.471 6.155
C -2.428 -2.190 -4.741
C -1.018 -1.895 -5.179
C -0.210 -3.188 -5.458
O 0.012 -3.089 -6.848
C -0.359 -1.895 -7.326
O -0.164 -1.571 -8.476
O -1.084 -1.242 -6.409
H -2.449 -2.491 -3.693
H -2.861 -2.973 -5.364
H -3.155 -1.379 -4.788
H -0.612 -1.260 -4.390
H -0.874 -4.025 -5.242
H 0.673 -3.056 -4.834

Here are the Mulliken charges for atoms 1 to 6, given in e:
1 O -0.591
2 V 1.079
3 O -0.366
4 C -1.381
5 C 2.940
6 C 0.013

---

Which of these has the highest lowest unoccupied orbital energy? C53H76BrN10O2PRbSbSi3